Record 1
17
Properties=species:S:1:pos:R:3:mulliken_charge:R:1 method="wB97M-V/def2-TZVPD" gap_ha=0.2722 e_above_lowest_kcal_mol=158.3 energy_ev=-7414.16898 charge=0 homo_energy_ev=-6.755 multiplicity=1
C 0.3367 0.1453 -0.7444 0.402
C -0.0642 -0.3335 -2.1049 -1.354
C -0.8778 -0.1686 1.7048 -0.317
C -0.1355 1.1734 0.1142 -0.442
C 1.2689 -0.3875 0.3589 -0.582
C 0.4631 0.5391 1.3048 0.026
C -1.3680 -1.0618 0.8374 -0.939
H -1.2975 0.2374 2.6311 0.340
H 1.1727 -1.4488 0.5650 0.387
H -0.8620 1.9624 -0.0565 0.435
H 0.7937 -0.3766 -2.7846 0.350
H 2.3165 -0.0976 0.2189 0.295
H -2.2595 -1.5911 1.2075 0.226
H 0.8898 1.3036 -0.8242 0.085
H -0.8287 0.3220 -2.5330 0.324
H -0.4928 -1.3292 -1.9920 0.349
H 0.9446 1.1115 2.0971 0.414

Record 2
83
Properties=species:S:1:pos:R:3:mulliken_charge:R:1 method="wB97M-V/def2-TZVPD" gap_ha=0.2823 e_above_lowest_kcal_mol=0.0 energy_ev=-152476.84165 charge=0 homo_energy_ev=-8.099 multiplicity=1
Cs 3.0820 2.9464 -2.3651 1.132
As 0.3538 0.7918 -0.1994 2.245
S -5.5337 0.3129 -2.4103 1.154
S 0.2185 -4.5930 -3.1043 1.118
S 1.4525 6.0969 -0.1919 1.072
F 0.2764 -0.6392 0.7292 -0.503
F -1.2835 1.1944 0.1675 -0.478
F 0.9112 1.7575 1.1363 -0.499
F 2.0210 0.5117 -0.6405 -0.617
F -0.1968 -0.0405 -1.5847 -0.489
F 0.4543 2.2512 -1.1843 -0.652
O -4.7503 -0.0095 -3.5765 -0.654
O 2.5809 6.6700 0.4810 -0.674
O -1.2074 -4.5464 -3.2193 -0.631
O -6.3213 1.5180 -2.4010 -0.672
O 1.7093 5.4672 -1.4709 -0.682
O 0.9985 -5.1243 -4.1970 -0.685
N 2.1210 -2.2068 2.3812 0.126
N 4.3807 3.0070 0.9948 0.214
N -2.6919 -4.0233 2.2972 0.004
C 5.8581 3.8610 -0.4301 -0.372
C -0.5404 7.3253 1.0030 -0.552
C -6.4758 -1.1800 -0.4464 -0.846
C 5.2909 2.0344 0.7141 -0.307
C -0.7126 5.8327 1.3317 -0.844
C -2.2032 -2.2922 1.0159 -0.741
C 0.2296 7.3860 -0.3030 -0.849
C 4.7499 4.1652 0.3247 -1.109
C -1.7638 -3.4846 0.3700 0.098
C 2.8293 -4.2284 2.9647 -0.678
C -4.5452 0.2862 -0.9054 -0.450
C -6.5854 -1.0738 -1.9809 -0.758
C 0.7898 -5.4246 -1.6003 -0.720
C 0.9517 -3.0167 -2.7100 -0.218
C 6.2697 2.5454 -0.0854 -0.334
C 1.6714 -4.3885 -0.9034 0.343
C -2.7573 -2.6491 2.2017 -1.049
C 3.4458 -2.0754 2.7373 -0.415
C 1.7652 -3.5243 2.4792 -0.271
C -5.0057 -0.9332 -0.1245 -0.156
C 0.5080 5.0369 0.8990 0.080
C 3.9023 -3.3030 3.1224 -0.578
C 2.2224 -3.4583 -1.9873 -0.986
C -2.0769 -4.5325 1.1881 -0.973
H 0.3544 -2.4064 -2.0273 -0.164
H -1.5028 7.8120 0.8764 0.360
H -1.8373 -5.5797 1.1161 0.418
H 1.2017 4.7006 1.6708 0.363
H 2.4735 -4.8360 -0.3179 0.481
H -7.1000 -0.3907 -0.0104 0.334
H -6.8960 -2.1251 -0.1103 0.356
H 2.7533 -2.6148 -1.5474 0.411
H 2.8679 -3.9782 -2.6964 0.383
H -1.9800 -1.3023 0.6613 0.779
H -7.5536 -0.9358 -2.4516 0.457
H 4.8947 -3.5046 3.4900 0.409
H 7.1473 2.0242 -0.4274 0.405
H -3.4803 0.4025 -1.0885 0.201
H -4.8847 -0.7966 0.9495 0.333
H -4.4250 -1.8195 -0.3845 0.078
H -6.1101 -1.9750 -2.3743 0.339
H -1.2623 -3.5246 -0.5813 0.538
H 3.5092 2.8490 1.4737 0.255
H 1.0347 -2.4089 -3.6094 0.529
H -0.4336 7.1070 -1.1295 0.341
H -1.5741 5.4483 0.7820 0.350
H 0.0437 7.8038 1.7906 0.298
H 0.2706 4.1313 0.3395 -0.145
H 1.4827 -1.5286 1.9980 0.328
H -0.9360 5.6842 2.3863 0.336
H 2.8492 -5.2946 3.1182 0.442
H 1.2994 -6.3543 -1.8309 0.434
H 5.2593 1.0623 1.1791 0.304
H 4.2355 5.0816 0.5617 0.499
H -0.1049 -5.6270 -1.0097 0.257
H 0.7644 8.2796 -0.6158 0.463
H 6.4648 4.5110 -1.0409 0.451
H -3.1826 -2.1140 3.0326 0.485
H -2.8546 -4.5592 3.1321 0.220
H 1.0703 -3.7661 -0.2422 -0.456
H 3.8590 -1.0862 2.6358 0.363
H 0.7678 -3.8193 2.1913 0.322
H -4.8788 1.1996 -0.4060 0.299

Record 3
75
Properties=species:S:1:pos:R:3:mulliken_charge:R:1 method="wB97M-V/def2-TZVPD" gap_ha=0.2348 e_above_lowest_kcal_mol=0.0 energy_ev=-87151.31751 charge=+2 homo_energy_ev=-13.150 multiplicity=1
Ti 0.4644 0.0626 1.0629 -1.880
S -0.1253 -2.2136 4.9861 -0.201
P 1.9944 -0.5223 -0.7963 1.363
N 0.3898 -0.6076 3.0211 0.273
N 1.2796 -2.7564 2.7567 -0.218
C -1.3734 0.2857 0.4103 2.033
C -1.8481 1.3299 5.9451 -0.605
C 0.5878 -1.8406 3.4604 0.486
C 5.7287 -1.6002 0.3104 -0.849
C -4.5685 2.9656 -2.7894 -0.512
C -3.1400 3.3227 -0.8986 -0.502
C 6.3209 -1.9313 -0.9018 -0.535
C -1.7475 1.5356 0.0256 -0.927
C -3.2566 1.1416 -1.9343 0.039
C -1.2842 -2.1747 0.2074 0.728
C -2.7462 1.9794 -0.9328 0.205
C -1.4477 2.0651 4.8319 -0.962
C -0.7397 -0.5791 5.0764 0.579
C -0.6890 1.4876 3.8284 0.219
C 5.6002 -1.8443 -2.0848 -0.720
C -0.5307 -1.6308 -4.4326 -0.589
C 0.3184 0.0549 -2.9411 -0.576
C -2.0548 -1.0115 0.2747 1.264
C 1.9755 1.2875 -0.5274 0.120
C 1.0161 -2.2493 -2.7025 -0.426
C -4.0222 -2.4069 0.2458 -0.815
C -4.1568 1.6385 -2.8568 -1.009
C -4.0587 3.8075 -1.8109 -0.722
C 0.2159 -2.6003 -3.7755 -0.808
C -0.4797 -0.3085 -4.0155 -0.655
C -3.2373 -3.5493 0.1281 -0.628
C 1.4177 1.7912 0.6641 0.311
C 4.4076 -1.1903 0.3441 -0.358
C -3.4465 -1.1522 0.3287 -0.308
C -0.3417 0.1488 3.9555 -0.265
C 3.6824 -1.1054 -0.8436 0.768
C 2.6446 2.1520 -1.4076 -0.121
C -1.4973 -0.0015 6.0837 -0.540
C 1.5422 3.1421 0.9722 -0.165
C 4.2789 -1.4284 -2.0628 -0.476
C -1.8567 -3.4354 0.1213 -1.347
C 2.1958 3.9865 0.0918 -0.728
C 2.7390 3.4933 -1.0954 -0.821
C 1.0773 -0.9163 -2.2889 0.739
H -1.0574 0.4495 -4.5276 0.507
H -4.5451 0.9941 -3.6341 0.450
H -0.3677 2.0772 2.9762 0.162
H -0.1878 -2.1417 0.1845 -0.152
H -5.0996 -2.5011 0.2728 0.475
H 0.1766 -3.6302 -4.1031 0.459
H -1.1784 2.3641 0.4439 -0.121
H -2.7260 3.9819 -0.1449 0.440
H 3.7173 -1.3585 -2.9855 0.437
H 3.0996 1.7679 -2.3131 0.544
H 3.2504 4.1688 -1.7679 0.457
H -1.7283 3.1064 4.7555 0.455
H -3.7085 -4.5196 0.0512 0.457
H -4.3709 4.8416 -1.7688 0.428
H 3.9524 -0.9181 1.2917 0.273
H 7.3517 -2.2574 -0.9227 0.417
H -1.8022 -0.5674 6.9527 0.441
H 1.4011 -3.6842 3.1308 0.275
H -2.9276 0.1138 -2.0001 0.647
H -1.1495 -1.9095 -5.2747 0.450
H 1.5982 -3.0113 -2.1956 0.497
H 6.2982 -1.6630 1.2274 0.444
H -4.0728 -0.2753 0.4229 0.604
H 2.2908 5.0402 0.3183 0.461
H -5.2798 3.3458 -3.5100 0.425
H -2.4351 1.8075 6.7168 0.413
H 1.9656 -2.4589 2.0782 0.044
H 6.0670 -2.0981 -3.0264 0.439
H -1.2310 -4.3147 0.0490 0.502
H 0.3445 1.0899 -2.6217 0.286
H 1.1260 3.5384 1.8906 0.525

Record 4
15
Properties=species:S:1:pos:R:3:mulliken_charge:R:1 method="wB97M-V/def2-TZVPD" gap_ha=0.3730 e_above_lowest_kcal_mol=23.2 smiles="C[C@@]1(O)CCC1=O" energy_ev=-9408.82666 charge=0 homo_energy_ev=-9.293 multiplicity=1
O -1.5179 1.8686 -0.1840 -0.566
O -0.1255 -0.3466 -1.9460 -0.575
C 0.0796 -0.0432 -0.5933 1.252
C -0.9488 0.8573 0.1245 0.070
C -1.0382 -0.1235 1.2983 -0.475
C -0.3912 -1.1675 0.3546 -0.868
C 1.4938 0.4622 -0.3067 -1.417
H 0.3829 -1.8181 0.7664 0.308
H 1.5731 0.8860 0.7008 0.345
H -2.0370 -0.3240 1.6905 0.307
H 0.0810 0.4405 -2.4672 0.354
H -1.1485 -1.7720 -0.1518 0.303
H 1.7551 1.2592 -1.0126 0.371
H -0.3821 0.1691 2.1263 0.237
H 2.2238 -0.3479 -0.3999 0.354

Record 5
13
Properties=species:S:1:pos:R:3:mulliken_charge:R:1 method="wB97M-V/def2-TZVPD" gap_ha="0.2473 / 0.2376" e_above_lowest_kcal_mol=139.0 energy_ev=-5174.09168 charge=+2 homo_energy_ev="-20.715 / -20.724" s_squared=0.755 multiplicity=2
N 1.5846 -1.0409 -0.1109 -0.455
N -0.9915 -0.0294 1.2136 0.016
C -0.7939 0.9125 0.1346 -0.249
C -0.2809 0.2653 -1.1404 -0.138
H -1.4282 0.3360 2.0688 0.380
H 0.2761 0.9264 -1.8256 0.396
H 1.5286 -1.5176 0.7818 0.208
H -1.0232 -0.3664 -1.6433 0.384
H 2.3886 -1.3509 -0.6533 0.261
H -1.7399 1.4313 -0.0610 0.389
H -0.2497 -0.6927 1.4249 0.249
H -0.0374 1.6596 0.4759 0.347
H 0.7666 -0.5331 -0.6649 0.210

Record 6
20
Properties=species:S:1:pos:R:3:mulliken_charge:R:1 method="wB97M-V/def2-TZVPD" gap_ha=0.1788 e_above_lowest_kcal_mol=198.6 energy_ev=-7898.34389 charge=+1 homo_energy_ev=-15.120 multiplicity=1
O -1.6565 -1.1148 -0.9260 -0.519
N 0.2950 -2.7656 -0.0048 -0.353
C 0.6172 0.8467 -0.5073 -0.438
C -0.1870 1.2222 -1.7180 -0.636
C -0.2009 0.9451 0.7975 -0.163
C 0.6441 1.0919 2.0225 -1.319
H 1.4423 1.5705 -0.3964 0.437
H -0.5010 2.2578 -1.7357 0.413
H -0.3771 -2.1784 -0.4958 0.297
H 0.5790 -3.6949 -0.3075 0.307
H 0.1824 -2.8866 1.0004 0.289
H -0.9604 0.3740 -1.6660 0.086
H 1.1362 -0.1029 -0.6918 0.256
H -2.3684 -1.6252 -1.3757 0.278
H 0.1391 1.3960 2.9444 0.352
H 1.5839 1.6383 2.0198 0.346
H -0.8457 1.8054 0.5893 0.339
H 0.3613 1.0413 -2.6463 0.391
H -0.8923 0.0783 0.7585 0.326
H 1.0088 0.1008 2.3390 0.309

Record 7
16
Properties=species:S:1:pos:R:3:mulliken_charge:R:1 method="wB97M-V/def2-TZVPD" gap_ha=0.3634 e_above_lowest_kcal_mol=75.7 energy_ev=-9667.61380 charge=0 homo_energy_ev=-8.995 multiplicity=1
N 1.0654 -1.0833 1.1404 -0.735
N -1.7245 -0.4506 1.4002 -0.104
N -1.0492 0.5989 1.5221 -0.471
N -2.2844 -0.7408 0.2525 -0.163
N -0.8907 0.7941 -1.9096 -0.536
C 1.6289 0.9878 -1.3807 -0.565
C 0.2364 0.8651 -1.7056 0.444
H 0.4086 -0.1529 1.4961 0.379
H -2.1649 -0.1440 -0.5712 0.293
H 2.0168 -1.3722 1.3517 0.143
H -2.5411 -1.7045 0.1174 0.258
H 1.8037 0.4019 -0.4701 0.076
H 2.2383 0.5928 -2.1927 0.292
H -1.1380 1.2680 0.7390 0.241
H 0.5144 -1.8936 1.4160 0.171
H 1.8801 2.0333 -1.2055 0.275

Record 8
43
Properties=species:S:1:pos:R:3:mulliken_charge:R:1 method="wB97M-V/def2-TZVPD" gap_ha="0.3158 / 0.1940" e_above_lowest_kcal_mol=8.9 energy_ev=-220538.03433 charge=+1 homo_energy_ev="-11.009 / -11.117" s_squared=6.038 multiplicity=5
Rh -0.5622 -0.1923 0.2904 0.058
Se 0.7720 -0.4482 -1.6994 0.229
Se -1.8547 -2.3459 0.8098 0.123
Se -2.6920 1.1507 0.4843 0.228
N 6.9527 1.7083 6.5842 -0.431
C 4.1445 0.8545 2.7622 -0.496
C -0.3742 -0.1782 -6.1801 -0.470
C -3.9694 -0.3009 0.8234 -0.742
C 0.9036 -0.5667 -5.7921 -0.607
C 1.2247 -0.6566 -4.4481 -0.442
C 4.9659 1.2831 4.9747 0.570
C -1.0381 0.0306 -3.8812 0.359
C -3.4514 1.7461 -1.1974 -0.918
C 3.6662 1.2562 5.4738 -0.587
C 6.0727 1.5197 5.8705 -0.091
C 2.8385 0.8205 3.2546 0.890
C -3.3820 -1.4414 1.6307 -0.818
C 0.2484 -0.3562 -3.4938 0.135
C 0.7970 0.3224 1.6374 -0.719
C 1.7433 0.5570 2.3725 0.229
C -2.6966 -2.8843 -0.8544 -0.863
C 5.2038 1.0846 3.6176 -0.599
C -1.3434 0.1200 -5.2263 -0.488
C 2.6078 1.0286 4.6167 -0.495
H -1.7812 0.2658 -3.1309 0.015
H 1.6532 -0.7956 -6.5377 0.381
H -4.1408 -2.2026 1.8060 0.439
H -4.4806 2.0439 -1.0153 0.377
H 1.5928 1.0101 4.9896 0.444
H 6.2187 1.1105 3.2455 0.454
H -3.4041 0.9537 -1.9378 0.190
H -1.9438 -3.4316 -1.4157 0.355
H -0.6163 -0.1061 -7.2322 0.393
H 3.4966 1.4142 6.5300 0.456
H -2.8726 2.6061 -1.5226 0.383
H -4.8026 0.1462 1.3625 0.464
H -3.0114 -1.1054 2.5986 0.428
H -2.3346 0.4241 -5.5363 0.400
H -3.5375 -3.5351 -0.6290 0.354
H -4.3302 -0.6361 -0.1470 0.388
H 4.3176 0.7002 1.7058 0.452
H 2.2172 -0.9549 -4.1370 0.385
H -3.0174 -2.0189 -1.4265 0.189

Record 9
19
Properties=species:S:1:pos:R:3:mulliken_charge:R:1 method="wB97M-V/def2-TZVPD" gap_ha=0.3535 e_above_lowest_kcal_mol=100.0 smiles="c1c[nH]cn1.CC1C=C1" energy_ev=-10397.27668 charge=0 homo_energy_ev=-8.849 multiplicity=1
N -2.1621 -0.7118 -0.3235 -0.022
N -4.1960 -0.0244 -0.4850 -0.558
C 3.8040 0.1101 -0.3362 -1.037
C 1.4387 -0.3255 0.2828 -0.475
C 1.6236 0.8890 0.7207 -0.511
C -3.6982 0.4852 0.7354 -0.443
C -3.3062 -0.7378 -1.0541 -0.133
C -2.3504 0.0342 0.8511 -0.135
C 2.4178 0.4925 -0.4891 0.038
H -1.3266 -1.3207 -0.4840 0.203
H 2.2636 0.9192 -1.5668 0.270
H 1.2142 1.6271 1.2940 0.421
H 3.8113 -0.3173 0.6909 0.301
H -3.5342 -1.4156 -1.8278 0.386
H -1.5682 0.0256 1.5792 0.388
H 1.0665 -1.3173 0.4180 0.425
H 4.4705 1.0425 -0.3599 0.276
H -4.0241 1.2642 1.4114 0.333
H 4.0559 -0.7191 -1.0572 0.276

Record 10
16
Properties=species:S:1:pos:R:3:mulliken_charge:R:1 method="wB97M-V/def2-TZVPD" gap_ha=0.3480 e_above_lowest_kcal_mol=32.2 energy_ev=-10445.32972 charge=0 homo_energy_ev=-9.251 multiplicity=1
O 0.1192 3.1250 -0.8640 -0.459
O -1.6199 1.6755 -0.8697 -0.555
C 0.4988 0.9852 0.0291 -0.468
C 0.3017 -0.3008 0.5019 0.802
C -0.4482 1.9092 -0.6019 0.515
C 1.3098 -0.9728 1.4218 -1.326
C -1.1862 -1.5558 -1.0820 -0.668
C -0.8745 -1.2677 0.2011 -0.358
H 1.5365 1.2150 -0.0131 0.274
H -0.8206 -0.8390 -1.7878 0.247
H 2.3601 -0.5440 1.2526 0.336
H -1.2597 -1.8488 1.0398 0.343
H -0.4745 3.5610 -1.4998 0.341
H 1.3893 -2.0307 1.1730 0.399
H -1.8488 -2.3373 -1.3711 0.294
H 1.0169 -0.7739 2.4700 0.285

Record 11
50
Properties=species:S:1:pos:R:3:mulliken_charge:R:1 method="wB97M-V/def2-TZVPD" gap_ha="0.2886 / 0.1791" e_above_lowest_kcal_mol=138.2 energy_ev=-43585.77486 charge=+1 homo_energy_ev="-13.105 / -13.105" s_squared=2.003 multiplicity=3
Pd -0.3235 -0.4863 0.7031 0.964
F 2.3715 0.7059 1.0072 0.010
O 2.1008 -1.4954 -4.1813 -0.294
O -0.9449 2.4539 2.9595 -0.589
O 0.1639 3.5898 4.7271 -0.276
O -1.7474 2.2955 -1.1787 -0.615
O -3.2887 3.5020 -2.2649 -0.294
O 3.1736 -4.5239 1.5774 -0.290
O 0.3478 -2.7613 -4.6652 -0.299
O -2.0776 3.3524 4.7526 -0.291
O 1.1965 -3.5995 0.7921 -0.588
O 0.3566 -1.4824 -2.7174 -0.573
O -1.3145 4.4601 -2.0079 -0.300
O 1.5788 -5.8234 1.0879 -0.280
C -4.4029 2.7178 -1.7543 -0.658
C 2.7897 -0.5768 -3.3984 -0.497
C -2.1165 3.3371 -1.8069 0.823
C -0.0499 4.6233 -1.4258 -0.630
C 4.0950 -3.5028 1.3834 -0.554
C 0.8793 -1.9233 -3.7632 0.775
C 0.2546 -6.3110 1.1712 -0.620
C -0.9448 3.0975 4.0289 0.731
C -0.8829 -3.4375 -4.5271 -0.593
C 1.4850 3.2894 4.3144 -0.555
C -3.3946 3.2533 4.0938 -0.591
C 1.8957 -4.5456 1.0900 0.778
H -4.2322 2.3155 -0.7557 0.282
H 2.2884 0.3899 -3.3501 0.255
H -1.1793 -4.1399 -5.3061 0.256
H 1.5561 3.7592 3.3334 0.238
H 3.7904 -0.3561 -3.7699 0.242
H 1.6540 2.2162 4.2260 0.255
H 2.3200 3.7823 4.8123 0.276
H 0.1736 4.0657 -0.5162 0.256
H 0.2720 -7.3988 1.1040 0.234
H -3.4300 3.6292 3.0713 0.257
H 5.0533 -3.8844 1.7357 0.215
H -3.5816 2.1797 4.0677 0.271
H 3.7181 -2.6300 1.9166 0.236
H -4.1952 3.8617 4.5144 0.276
H -4.6445 1.8589 -2.3804 0.297
H -0.1693 -6.1172 2.1565 0.306
H 0.1096 5.6898 -1.2669 0.269
H 4.1623 -3.3793 0.3025 0.299
H 0.7051 4.2189 -2.1000 0.292
H -0.9435 -3.9134 -3.5483 0.255
H 2.7616 -0.9825 -2.3871 0.189
H -5.3299 3.2887 -1.7016 0.284
H -1.6983 -2.7145 -4.5043 0.294
H -0.3615 -5.9483 0.3485 0.270

Record 12
36
Properties=species:S:1:pos:R:3:mulliken_charge:R:1 method="wB97M-V/def2-TZVPD" gap_ha=0.3284 e_above_lowest_kcal_mol=184.7 smiles="CN(C)C=O.CN(C)C=O.CN(C)C=O" energy_ev=-20279.52774 charge=0 homo_energy_ev=-8.621 multiplicity=1
O -5.8688 -4.6386 48.4247 -0.597
O -8.5139 -10.0996 52.5580 -0.620
O -6.2769 -5.9463 53.7276 -0.592
N -8.1610 -5.3774 54.8714 0.246
N -5.1456 -5.6636 50.3860 0.201
N -7.8430 -7.8841 52.4161 0.230
C -6.4549 -8.0738 52.9103 -1.206
C -5.5495 -5.6343 49.0562 0.262
C -8.7070 -8.9064 52.3057 0.204
C -8.8351 -4.6637 53.8744 -0.940
C -8.0712 -6.4962 52.0412 0.125
C -7.1377 -6.1601 54.5785 -0.174
C -8.6335 -5.3292 56.2560 -0.972
C -4.7432 -6.9119 51.0561 -1.676
C -5.0232 -4.5488 51.2778 -0.846
H -9.7013 -5.4579 56.4334 0.322
H -6.0189 -7.1870 53.3703 0.288
H -9.8644 -5.0195 53.9181 0.389
H -8.8043 -3.5754 53.9270 0.371
H -5.9421 -8.2185 51.9594 0.289
H -5.2840 -7.2051 51.9559 0.737
H -8.3976 -4.3499 56.6724 0.353
H -8.4308 -4.8837 52.8863 0.468
H -5.5145 -6.6796 48.7121 0.277
H -7.9418 -5.8149 52.8821 -0.875
H -3.6965 -6.7858 51.3329 0.458
H -3.9926 -4.3100 51.5402 0.351
H -7.1586 -7.0103 55.2777 0.296
H -8.2200 -6.0689 56.9416 0.357
H -5.3101 -3.6087 50.8067 0.342
H -9.0718 -6.3727 51.6269 0.592
H -4.6965 -7.7393 50.3481 0.415
H -5.7044 -4.6416 52.1236 0.175
H -6.1651 -9.0510 53.2965 0.414
H -9.6367 -8.3811 52.0376 0.256
H -7.3876 -6.1083 51.2860 0.081